(1)
Density functional theory data (wB97M-V/def2-TZVPD) for an isolated molecule of C2H7N3O in a non-equilibrium geometry.

Properties
spin multiplicity	3
max |F|	3.95	eV/Å
Kohn-Sham gap (spin up / spin down)	0.2935 / 0.3084	Eh
electronic energy	-8698.37860	eV
⟨S²⟩	2.01
ΔE to the lowest compared entry with this formula, charge and spin	24.3	kcal/mol
molar mass	89.098	g mol⁻¹

```
13
C2H7N3O (wB97M-V/def2-TZVPD)
C -1.03 -1.39 0.80
C 0.08 -0.35 1.24
N 0.09 0.81 0.49
N 0.77 1.96 -1.58
N 0.43 0.74 -1.16
O 0.17 -0.17 -1.98
H -1.75 -1.53 1.69
H -1.49 -1.02 -0.12
H -0.60 -2.40 0.59
H 1.13 -0.78 1.17
H -0.15 -0.17 2.28
H 1.37 2.41 -0.87
H 0.98 1.88 -2.54
```


(2)
Density functional theory data (wB97M-V/def2-TZVPD) for C15H32Br9N2O6P as an isolated structure in a non-equilibrium geometry.

Properties
spin multiplicity	1
max |F|	3.98	eV/Å
Kohn-Sham gap	0.3126	Eh
electronic energy	-671009.36751	eV
ΔE to the lowest compared entry with this formula, charge and spin	62.1	kcal/mol
molar mass	1086.539	g mol⁻¹

```
65
C15H32Br9N2O6P (wB97M-V/def2-TZVPD)
C -2.88 1.39 3.81
O -2.83 1.39 2.59
N -2.33 0.46 4.54
C -2.69 0.30 5.93
C -1.50 -0.66 3.97
H -3.29 2.13 4.51
H -3.21 1.18 6.31
H -1.79 0.29 6.56
H -3.27 -0.60 6.11
H -2.19 -1.50 3.89
H -1.06 -0.34 3.03
H -0.74 -0.97 4.69
C 8.02 5.87 -1.52
O 9.07 6.35 -1.01
N 7.61 6.31 -2.72
C 6.40 5.79 -3.40
C 8.20 7.45 -3.45
H 7.50 4.98 -1.12
H 6.56 4.72 -3.54
H 6.40 6.11 -4.44
H 5.53 6.01 -2.78
H 7.72 8.43 -3.41
H 9.21 7.77 -3.20
H 8.42 7.07 -4.44
C 2.16 4.46 1.96
Br 1.72 3.53 0.22
Br 3.08 6.27 1.71
Br 3.38 3.35 3.09
H 1.23 4.65 2.49
C -3.82 10.34 1.63
Br -5.33 10.44 2.97
Br -3.28 8.48 1.24
Br -2.20 11.33 2.28
H -4.18 10.83 0.72
C 4.15 3.56 10.18
Br 5.75 2.48 10.67
Br 4.15 5.15 11.43
Br 2.51 2.45 10.42
H 4.19 3.85 9.13
C -0.49 -8.22 -1.62
C -0.36 -7.92 -3.16
O -1.63 -7.98 -3.84
P -2.96 -7.11 -3.48
O -3.38 -7.25 -2.03
O -4.06 -7.64 -4.49
C -5.37 -7.23 -4.33
C -6.24 -7.85 -5.39
O -2.62 -5.61 -4.00
C -2.17 -4.56 -3.17
C -2.95 -3.30 -3.55
H 0.54 -8.35 -1.30
H -0.89 -7.45 -0.96
H -1.09 -9.12 -1.57
H 0.14 -6.95 -3.26
H 0.24 -8.70 -3.62
H -5.76 -7.44 -3.34
H -5.47 -6.16 -4.51
H -6.23 -8.94 -5.27
H -7.31 -7.66 -5.30
H -5.85 -7.51 -6.35
H -2.23 -4.75 -2.10
H -1.10 -4.45 -3.35
H -4.02 -3.30 -3.38
H -2.37 -2.51 -3.07
H -2.78 -3.13 -4.61
```


(3)
Density functional theory data (wB97M-V/def2-TZVPD) for CHF3NO5S2Yb as an isolated structure in a non-equilibrium geometry.

Properties
spin multiplicity	2
max |F|	4.71	eV/Å
Kohn-Sham gap (spin up / spin down)	0.3642 / 0.2288	Eh
electronic energy	-74108.44642	eV
⟨S²⟩	0.76
total charge	+2
molar mass	401.189	g mol⁻¹

```
14
CHF3NO5S2Yb (wB97M-V/def2-TZVPD)
N 0.83 -1.32 0.18
S 2.21 -0.72 -0.27
O 2.67 -1.16 -1.57
O 2.99 0.06 0.66
S -0.45 -0.26 0.24
O 0.97 0.98 -0.14
O -0.98 0.77 1.22
C -1.41 -0.27 -1.41
F -0.89 0.58 -2.25
F -1.37 -1.48 -1.92
F -2.66 0.06 -1.15
Yb 0.34 2.65 1.19
O -1.44 -1.45 0.83
H -1.20 -2.32 0.49
```


(4)
Density functional theory data (wB97M-V/def2-TZVPD) for an isolated molecule of C24H23N7O2S in a non-equilibrium geometry.

Properties
spin multiplicity	1
max |F|	1.19	eV/Å
Kohn-Sham gap	0.2902	Eh
electronic energy	-50622.57012	eV
ΔE to the lowest compared entry with this formula, charge and spin	0.0	kcal/mol
molar mass	473.562	g mol⁻¹

```
57
C24H23N7O2S (wB97M-V/def2-TZVPD)
C 4.20 2.61 3.46
H 5.23 2.92 3.29
H 3.58 3.49 3.53
H 4.16 2.08 4.41
C 3.73 1.71 2.32
N 2.38 1.27 2.53
C 1.29 1.84 1.97
N 1.25 2.85 1.13
C 0.01 3.13 0.73
N -1.11 2.54 1.14
N -1.08 1.56 2.01
C 0.10 1.17 2.43
C 0.54 0.15 3.33
C -0.12 -0.82 4.07
C 0.64 -1.68 4.84
C 2.03 -1.59 4.87
C 2.71 -0.63 4.13
C 1.95 0.24 3.36
H 3.78 -0.57 4.16
H 2.60 -2.27 5.48
H 0.16 -2.45 5.43
H -1.19 -0.89 4.04
S -0.13 4.43 -0.42
C -1.89 4.35 -0.91
C -2.08 3.27 -1.97
O -2.22 3.53 -3.15
N -2.04 2.03 -1.43
C -1.84 0.81 -2.08
C -2.34 0.28 -3.23
N -1.90 -1.02 -3.35
N -1.01 -1.26 -2.30
C -0.97 -0.16 -1.45
O -0.33 -0.08 -0.42
C -0.63 -2.56 -1.94
C 0.58 -2.75 -1.28
C 0.96 -4.02 -0.90
C 0.16 -5.11 -1.20
C -1.05 -4.92 -1.85
C -1.45 -3.65 -2.22
H -2.40 -3.49 -2.70
H -1.69 -5.76 -2.07
H 0.46 -6.11 -0.91
H 1.89 -4.17 -0.38
H 1.20 -1.90 -1.04
C -1.59 -1.61 -4.64
H -2.52 -1.78 -5.18
H -0.94 -0.96 -5.23
H -1.09 -2.56 -4.48
C -3.24 0.87 -4.25
H -4.24 0.45 -4.15
H -2.88 0.66 -5.26
H -3.29 1.94 -4.11
H -1.85 1.98 -0.43
H -2.12 5.33 -1.34
H -2.48 4.16 -0.01
H 4.38 0.84 2.23
H 3.74 2.27 1.38
```


(5)
Density functional theory data (wB97M-V/def2-TZVPD) for a 2-piece molecular cluster, C4H11NO2 overall in a non-equilibrium geometry.

Properties
spin multiplicity	1
max |F|	1.58	eV/Å
Kohn-Sham gap	0.3584	Eh
electronic energy	-9910.45987	eV
ΔE to the lowest compared entry with this formula, charge and spin	41.1	kcal/mol
molar mass	105.137	g mol⁻¹

```
18
C4H11NO2 (wB97M-V/def2-TZVPD)
C 1.46 1.62 -1.68
C 1.06 1.07 -0.31
N -0.14 0.21 -0.28
C -0.02 -1.15 -0.74
C -0.26 -1.48 -2.21
O -0.33 -0.69 -3.10
H 2.54 1.72 -1.77
H 1.07 1.02 -2.50
H 1.09 2.63 -1.85
H 1.84 0.54 0.23
H 0.78 1.91 0.33
H -0.85 0.67 -0.84
H -0.75 -1.79 -0.24
H 0.95 -1.57 -0.47
H -0.37 -2.58 -2.30
H -2.74 -0.07 6.32
H -3.01 -1.20 5.41
O -2.30 -0.86 5.98
```


(6)
Density functional theory data (wB97M-V/def2-TZVPD) for a 2-piece molecular cluster, C3H3BrN2S overall in a non-equilibrium geometry.

Properties
spin multiplicity	1
max |F|	4.39	eV/Å
Kohn-Sham gap (spin up / spin down)	0.2100 / 0.2754	Eh
electronic energy	-87014.08710	eV
ΔE to the lowest compared entry with this formula, charge and spin	56.5	kcal/mol
molar mass	179.042	g mol⁻¹

```
10
C3H3BrN2S (wB97M-V/def2-TZVPD)
C 0.21 0.97 -0.88
C -1.18 1.07 -0.52
C 0.54 -0.28 -0.42
N -1.59 0.08 0.21
N -0.53 -0.75 0.36
S -0.60 -2.09 1.23
Br 2.77 -1.65 2.11
H 0.91 1.57 -1.26
H -1.99 1.80 -0.63
H 1.47 -0.72 -0.21
```


(7)
Density functional theory data (wB97M-V/def2-TZVPD) for a 5-piece molecular cluster, C20H41O20P5 overall in a non-equilibrium geometry.

Properties
spin multiplicity	1
max |F|	9.62	eV/Å
Kohn-Sham gap	0.2667	Eh
electronic energy	-108796.34219	eV
molar mass	756.398	g mol⁻¹

```
86
C20H41O20P5 (wB97M-V/def2-TZVPD)
C 3.72 -3.16 1.03
C 2.68 -2.19 1.13
C 1.12 -1.61 1.26
C 0.51 -1.35 2.62
C -1.08 -0.82 2.62
O -1.51 0.17 3.44
C -2.05 -1.57 1.49
P -3.86 -2.14 1.84
O -4.89 -1.90 0.43
O -3.71 -3.91 1.95
C -1.44 -1.82 0.14
C 0.15 -1.35 -0.07
O 0.57 -0.79 -1.21
H 4.66 -3.88 0.84
H 1.11 -1.53 3.61
H -5.23 -2.83 0.20
H -2.88 -4.19 1.44
H -2.00 -2.33 -0.76
C 2.99 0.43 -2.05
O 3.88 -0.41 -2.75
P 5.46 -0.13 -2.65
O 6.03 -0.17 -1.26
O 5.67 1.25 -3.44
C 5.54 2.47 -2.72
O 6.07 -1.22 -3.67
C 7.44 -1.09 -4.00
H 2.13 -0.16 -1.73
H 3.47 0.87 -1.17
H 2.65 1.22 -2.72
H 5.65 2.32 -1.64
H 4.57 2.91 -2.93
H 6.33 3.15 -3.05
H 8.04 -0.93 -3.10
H 7.57 -0.25 -4.68
H 7.77 -2.01 -4.49
C -10.69 -0.35 -3.94
O -9.31 -0.08 -3.82
P -8.35 -1.22 -3.21
O -8.36 -2.53 -3.93
O -8.78 -1.29 -1.65
C -9.83 -2.16 -1.28
O -6.93 -0.48 -3.15
C -5.90 -1.12 -2.43
H -11.07 0.16 -4.82
H -10.89 -1.42 -4.03
H -11.20 0.04 -3.06
H -10.01 -2.94 -2.03
H -10.74 -1.58 -1.13
H -9.55 -2.65 -0.34
H -5.84 -2.18 -2.70
H -6.08 -1.02 -1.36
H -4.94 -0.64 -2.67
C 2.71 8.46 -3.66
O 4.10 8.48 -3.89
P 5.05 7.61 -2.93
O 4.76 6.14 -2.88
O 4.98 8.37 -1.51
C 3.96 8.01 -0.60
O 6.52 7.99 -3.46
C 7.62 7.58 -2.67
H 2.19 8.55 -4.62
H 2.39 7.54 -3.17
H 2.45 9.32 -3.04
H 3.54 7.03 -0.83
H 3.17 8.76 -0.64
H 4.38 7.99 0.40
H 7.51 6.54 -2.37
H 7.69 8.22 -1.79
H 8.54 7.70 -3.26
C -2.56 -4.02 5.36
O -1.18 -3.76 5.48
P -0.22 -4.89 6.09
O -0.22 -6.20 5.37
O -0.65 -4.97 7.64
C -1.69 -5.84 8.02
O 1.21 -4.15 6.15
C 2.24 -4.79 6.87
H -2.94 -3.51 4.48
H -2.76 -5.09 5.27
H -3.07 -3.63 6.24
H -1.88 -6.61 7.27
H -2.61 -5.26 8.17
H -1.42 -6.33 8.96
H 2.29 -5.85 6.60
H 2.05 -4.69 7.94
H 3.19 -4.31 6.63
```


(8)
Density functional theory data (wB97M-V/def2-TZVPD) for C23H22N10Ni as an isolated structure.

Properties
spin multiplicity	3
max |F|	0.76	eV/Å
Kohn-Sham gap (spin up / spin down)	0.2668 / 0.2453	Eh
electronic energy	-80137.85835	eV
⟨S²⟩	2.00
ΔE to the lowest compared entry with this formula, charge and spin	0.0	kcal/mol
total charge	+2
molar mass	497.192	g mol⁻¹

```
56
C23H22N10Ni (wB97M-V/def2-TZVPD)
Ni 0.12 -0.07 -0.05
C -2.98 -2.85 1.22
C -1.91 -2.32 0.50
N -1.53 -1.06 0.70
C -2.20 -0.32 1.61
C -3.24 -0.89 2.32
N -3.63 -2.14 2.12
C -1.73 1.08 1.77
C -2.33 2.06 2.52
C -1.81 3.36 2.52
C -0.69 3.61 1.71
C -0.14 2.57 0.98
N -0.64 1.34 1.05
C 0.99 2.68 0.03
C 1.80 3.80 -0.11
N 2.78 3.86 -1.00
C 2.97 2.79 -1.77
C 2.19 1.65 -1.64
N 1.22 1.60 -0.73
C -2.43 4.44 3.33
C -3.59 4.23 4.06
C -4.13 5.27 4.80
N -3.58 6.49 4.87
C -2.47 6.69 4.17
C -1.86 5.71 3.40
H -3.30 -3.88 1.05
H -1.37 -2.90 -0.22
H -3.79 -0.32 3.07
H -3.21 1.82 3.10
H -0.28 4.60 1.62
H 1.67 4.67 0.52
H 3.75 2.85 -2.52
H 2.35 0.78 -2.27
H -4.11 3.28 4.06
H -5.04 5.13 5.37
H -2.03 7.68 4.24
H -0.95 5.97 2.88
C 4.92 -1.17 4.24
C 5.49 -1.43 2.84
C 5.64 -0.13 2.05
C 4.68 -2.47 2.07
N 3.34 -1.99 1.68
C 2.98 -1.36 0.58
N 1.69 -1.08 0.68
N 1.29 -1.54 1.91
N 2.28 -2.08 2.50
H 5.55 -0.48 4.78
H 4.86 -2.10 4.82
H 3.91 -0.74 4.19
H 6.48 -1.88 2.95
H 4.68 0.39 1.95
H 6.06 -0.31 1.06
H 6.32 0.55 2.57
H 4.51 -3.36 2.68
H 5.19 -2.77 1.16
H 3.62 -1.15 -0.26
```